(1)
99
Properties=species:S:1:pos:R:3 method="wB97M-V/def2-TZVPD" e_lumo_ev=0.488 gap_ev=8.495 multiplicity=1
C 0.11 -4.28 -1.39
N 1.09 -5.10 -0.71
C 1.31 -6.40 -1.33
P 1.83 -4.77 0.76
O 3.09 -5.53 0.98
N 2.08 -3.11 0.72
C 2.80 -2.51 -0.39
C 2.44 -2.50 2.00
N 0.66 -5.02 1.94
C -0.61 -4.34 1.94
C 0.74 -6.34 2.59
H 0.08 -3.26 -1.00
H -0.88 -4.70 -1.22
H 0.41 -4.09 -2.42
H 2.23 -6.84 -0.95
H 1.32 -6.34 -2.42
H 0.52 -7.10 -1.04
H 3.88 -2.47 -0.21
H 2.61 -3.09 -1.30
H 2.49 -1.47 -0.53
H 1.61 -2.65 2.69
H 3.38 -2.92 2.38
H 2.46 -1.41 1.92
H -1.33 -4.76 1.23
H -1.08 -4.37 2.92
H -0.41 -3.31 1.62
H 1.30 -7.08 2.02
H -0.27 -6.74 2.72
H 1.18 -6.21 3.58
C 3.47 0.19 -2.68
C 3.24 0.78 -4.07
O 2.62 2.05 -4.00
C 2.32 2.64 -5.15
O 2.65 2.26 -6.23
O 1.58 3.73 -4.95
C 1.05 4.02 -3.67
H 2.59 -0.34 -2.32
H 3.76 0.94 -1.94
H 4.26 -0.56 -2.57
H 2.51 0.08 -4.50
H 4.06 0.66 -4.77
H 0.34 4.85 -3.73
H 1.85 4.25 -2.97
H 0.45 3.18 -3.32
C -3.82 1.94 4.13
C -2.59 1.68 4.97
O -2.13 2.94 5.51
C -1.08 3.54 5.00
O -0.32 3.08 4.18
O -0.93 4.71 5.64
C 0.06 5.57 5.13
H -4.35 1.03 3.87
H -3.45 2.39 3.20
H -4.47 2.72 4.54
H -1.80 1.25 4.36
H -2.74 1.05 5.85
H -0.28 6.09 4.23
H 0.96 5.04 4.82
H 0.38 6.29 5.87
C -1.48 -0.40 -3.13
C -1.91 -1.65 -3.59
C -0.82 -2.34 -4.06
N 0.28 -1.58 -3.76
C -0.12 -0.36 -3.26
H -2.15 0.39 -2.81
H -2.93 -2.00 -3.62
H -0.77 -3.32 -4.49
H 1.21 -1.79 -4.08
H 0.63 0.39 -3.05
C -0.07 -0.61 0.56
C 0.58 0.47 -0.14
C 0.41 1.57 0.63
N -0.23 1.24 1.80
C -0.50 -0.09 1.76
H -0.22 -1.64 0.25
H 0.95 0.34 -1.14
H 0.70 2.61 0.53
H -0.30 1.85 2.61
H -1.06 -0.56 2.55
C -0.82 4.86 0.89
C 0.53 5.06 1.24
C 1.24 5.41 0.14
N 0.35 5.35 -0.93
C -0.89 5.01 -0.47
H -1.62 4.57 1.55
H 0.85 4.94 2.27
H 2.22 5.78 -0.09
H 0.52 5.63 -1.87
H -1.76 5.00 -1.10
C -4.34 1.71 -0.63
C -4.97 0.48 -0.95
C -4.00 -0.48 -0.80
N -2.80 0.11 -0.55
C -3.00 1.45 -0.42
H -4.79 2.69 -0.57
H -6.00 0.37 -1.22
H -4.04 -1.56 -0.92
H -1.91 -0.37 -0.55
H -2.20 2.11 -0.12



(2)
94
Properties=species:S:1:pos:R:3 method="wB97M-V/def2-TZVPD" e_lumo_ev=0.519 gap_ev=8.057 relative_energy_kj_mol=2.4 multiplicity=1
Mg -0.60 -0.23 0.06
C -1.64 -0.44 -3.02
Si -2.54 -1.67 -1.90
C -3.11 -3.01 -3.10
C -4.06 -0.75 -1.27
C -1.50 -2.21 -0.44
C -0.11 -2.72 -0.82
C -0.06 -3.84 -1.81
C 0.69 -3.79 -2.90
C 1.60 -2.66 -3.14
C 1.64 -1.62 -2.30
N 0.71 -1.49 -1.25
Si -2.51 -3.17 0.80
C -1.52 -4.44 1.80
C -3.33 -2.05 2.06
C -3.88 -4.24 0.06
H -2.32 -0.13 -3.81
H -0.76 -0.88 -3.49
H -1.32 0.47 -2.50
H -3.79 -2.56 -3.84
H -3.65 -3.82 -2.61
H -2.26 -3.43 -3.64
H -4.64 -0.38 -2.12
H -3.77 0.12 -0.66
H -4.72 -1.37 -0.66
H -0.71 -4.68 -1.61
H 0.67 -4.59 -3.63
H 2.24 -2.66 -4.01
H 2.31 -0.78 -2.43
H -0.92 -4.00 2.60
H -0.86 -5.07 1.19
H -2.24 -5.11 2.28
H -2.58 -1.51 2.65
H -3.96 -2.62 2.74
H -3.96 -1.30 1.57
H -3.48 -5.03 -0.58
H -4.61 -3.67 -0.53
H -4.43 -4.72 0.88
C 2.92 2.61 3.63
As 2.72 1.97 1.78
C 4.65 1.88 1.40
C 2.40 3.69 0.89
C 2.37 4.89 1.60
C 2.13 6.10 0.95
C 1.94 6.12 -0.42
C 1.97 4.94 -1.13
C 2.19 3.72 -0.50
As 2.18 2.05 -1.53
C 3.77 2.41 -2.63
C 0.84 2.52 -2.88
H 3.67 3.40 3.72
H 3.23 1.75 4.23
H 1.96 2.96 4.01
H 5.14 2.82 1.66
H 4.81 1.69 0.33
H 5.09 1.06 1.96
H 2.52 4.89 2.67
H 2.10 7.02 1.53
H 1.76 7.06 -0.93
H 1.81 4.97 -2.21
H 3.71 3.40 -3.08
H 3.83 1.66 -3.42
H 4.67 2.34 -2.02
H 1.14 3.39 -3.46
H -0.11 2.71 -2.38
H 0.71 1.66 -3.55
C -3.79 2.00 1.83
Si -1.94 2.34 1.84
C -1.21 1.43 3.33
C -1.70 4.18 2.15
C -1.17 1.79 0.26
H -4.26 2.33 2.76
H -4.00 0.93 1.72
H -4.28 2.52 1.00
H -1.63 1.81 4.27
H -0.13 1.54 3.38
H -1.43 0.36 3.28
H -2.15 4.50 3.10
H -2.14 4.77 1.35
H -0.63 4.43 2.19
H -0.27 2.40 0.10
H -1.86 2.03 -0.57
C 2.16 -4.89 0.79
N 2.08 -3.58 0.19
C 3.11 -2.66 0.34
C 2.68 -1.40 0.32
N 1.26 -1.41 0.18
C 0.85 -2.82 0.39
H 3.15 -5.31 0.61
H 1.43 -5.55 0.31
H 1.96 -4.87 1.87
H 4.13 -3.01 0.44
H 3.24 -0.48 0.35
H 0.42 -3.01 1.38



(3)
106
Properties=species:S:1:pos:R:3 method="wB97M-V/def2-TZVPD" total_charge=+5 e_lumo_ev=-12.306 gap_ev=7.470 multiplicity=1
Ca 3.76 -1.02 2.79
C -0.45 4.45 -0.57
C 0.63 3.50 -1.06
N 1.93 4.15 -1.12
C 2.99 4.03 -0.26
C 4.02 4.78 -0.75
N 3.61 5.19 -2.00
C 2.35 4.83 -2.20
C 4.48 5.77 -3.02
H -1.40 3.91 -0.47
H -0.63 5.32 -1.20
H -0.29 4.86 0.43
H 0.31 3.21 -2.06
H 0.67 2.69 -0.33
H 2.89 3.52 0.69
H 4.91 5.17 -0.28
H 1.82 4.94 -3.14
H 4.47 6.85 -2.98
H 4.20 5.34 -3.98
H 5.50 5.39 -2.92
C 3.17 -7.52 -4.04
C 3.56 -6.21 -4.73
N 2.81 -5.09 -4.11
C 1.47 -4.86 -4.24
C 1.16 -3.75 -3.55
N 2.34 -3.23 -3.06
C 3.31 -4.11 -3.35
C 2.61 -2.06 -2.20
H 3.36 -7.38 -2.97
H 3.73 -8.31 -4.53
H 2.13 -7.82 -4.16
H 3.46 -6.32 -5.80
H 4.61 -5.98 -4.51
H 0.88 -5.51 -4.86
H 0.23 -3.21 -3.55
H 4.33 -4.02 -3.02
H 3.39 -1.44 -2.61
H 2.80 -2.36 -1.17
H 1.67 -1.52 -2.10
C -5.89 3.32 -3.83
C -5.15 2.37 -4.77
N -4.58 1.20 -4.08
C -5.25 0.07 -3.72
C -4.44 -0.70 -2.97
N -3.23 -0.03 -2.90
C -3.36 1.16 -3.51
C -2.02 -0.58 -2.25
H -5.31 3.40 -2.90
H -6.87 3.01 -3.48
H -5.96 4.31 -4.27
H -4.35 2.97 -5.19
H -5.83 1.90 -5.48
H -6.30 -0.10 -3.92
H -4.54 -1.65 -2.47
H -2.56 1.88 -3.55
H -1.12 -0.11 -2.62
H -2.00 -1.64 -2.50
H -2.15 -0.42 -1.18
C 0.41 -5.00 3.02
C 0.26 -4.23 1.71
N -1.13 -3.74 1.69
C -1.61 -2.51 2.09
C -2.97 -2.53 1.93
N -3.30 -3.81 1.59
C -2.18 -4.53 1.44
C -4.64 -4.33 1.33
H 1.48 -5.04 3.22
H -0.04 -5.99 3.00
H 0.02 -4.53 3.93
H 0.60 -4.81 0.85
H 0.88 -3.32 1.66
H -0.94 -1.75 2.46
H -3.71 -1.76 1.97
H -2.18 -5.56 1.11
H -5.35 -3.59 1.70
H -4.90 -5.24 1.86
H -4.69 -4.50 0.25
C 1.48 3.35 7.37
C 1.01 2.11 6.57
N -0.02 2.53 5.61
C -1.21 3.13 5.99
C -1.97 3.34 4.91
N -1.30 2.77 3.85
C -0.15 2.26 4.29
C -1.86 2.69 2.51
H 1.89 4.10 6.71
H 2.30 2.98 7.99
H 0.70 3.65 8.06
H 0.56 1.29 7.13
H 1.80 1.65 5.98
H -1.32 3.37 7.04
H -2.95 3.79 4.88
H 0.55 1.62 3.77
H -2.37 3.62 2.27
H -2.61 1.90 2.53
H -1.10 2.44 1.78
B 3.50 1.76 3.57
F 4.50 1.28 2.69
F 2.68 2.73 3.00
F 2.68 0.63 3.85
F 3.97 2.20 4.78
B 1.50 -0.18 0.94
F 2.21 0.95 0.56
F 0.38 -0.27 0.09
F 2.31 -1.35 0.83
F 1.01 -0.16 2.25



(4)
91
Properties=species:S:1:pos:R:3 method="wB97M-V/def2-TZVPD" total_charge=+2 e_lumo_ev="-5.898 / -6.070" gap_ev="6.969 / 7.001" relative_energy_kj_mol=528.0 multiplicity=2
V -1.74 0.13 -0.70
C -1.66 2.26 -1.60
C -2.82 2.06 -0.77
C -0.99 2.46 0.61
C -0.53 2.50 -0.75
C -2.38 2.14 0.60
C -1.58 2.34 -3.10
H -2.48 1.95 -3.60
H -0.70 1.82 -3.51
H -1.47 3.39 -3.40
C 0.67 3.23 -1.19
H 0.39 3.78 -2.10
H 1.58 2.65 -1.43
H 0.92 3.96 -0.42
C -0.28 3.13 1.73
H -0.12 4.16 1.34
H 0.68 2.67 1.97
H -0.83 3.16 2.68
C -3.31 2.31 1.78
H -3.43 3.36 2.08
H -2.87 1.80 2.64
H -4.28 1.85 1.58
C -4.19 1.64 -1.25
H -4.98 2.33 -0.92
H -4.47 0.66 -0.83
H -4.23 1.57 -2.33
C -0.33 -3.37 -2.51
C -1.04 -2.60 -3.36
C -2.49 -2.75 -3.59
C -3.33 -2.93 -2.27
C -2.87 -2.15 -1.07
C -2.08 -2.80 -0.18
C -1.56 -4.20 -0.38
C -0.87 -4.55 -1.77
H -2.73 -3.61 -4.28
H -3.35 -4.01 -2.07
H -2.88 -1.85 -4.11
H -1.64 -5.11 -2.34
H 0.73 -3.21 -2.29
H -0.53 -1.89 -4.05
H -0.06 -5.26 -1.58
H -0.87 -4.52 0.42
H -1.90 -2.44 0.84
H -2.39 -4.92 -0.23
H -4.38 -2.64 -2.48
H -3.39 -1.19 -0.86
P 1.29 -0.64 -0.84
P -0.96 -0.56 2.01
C 0.88 -2.09 0.23
C 0.36 -1.87 1.66
H 1.86 -2.57 0.27
H 0.22 -2.73 -0.40
H -0.15 -2.82 2.02
H 1.19 -1.64 2.36
C -0.38 0.23 3.59
H -1.05 1.09 3.83
H 0.65 0.58 3.43
H -0.44 -0.53 4.40
C -2.68 -1.10 2.55
H -2.60 -1.94 3.27
H -3.29 -1.40 1.68
H -3.18 -0.23 3.02
C 2.43 -1.13 -2.22
H 2.29 -0.51 -3.14
H 2.26 -2.19 -2.52
H 3.46 -1.03 -1.89
C -0.17 -0.58 -1.99
H -1.08 0.15 -2.28
H -0.68 -1.51 -1.67
H 0.28 -0.64 -2.99
C 4.19 3.06 0.87
C 3.97 1.56 0.81
C 5.30 0.95 0.45
O 3.08 1.34 -0.26
B 2.07 0.62 0.35
O 1.88 0.85 1.69
C 3.24 1.02 2.14
C 3.80 -0.31 2.59
C 3.37 1.92 3.36
H 4.54 3.35 -0.13
H 4.91 3.34 1.65
H 3.27 3.65 1.01
H 5.62 1.36 -0.51
H 6.08 1.10 1.20
H 5.18 -0.12 0.25
H 4.83 -0.09 2.87
H 3.22 -0.74 3.40
H 3.73 -1.03 1.79
H 2.99 2.95 3.23
H 2.83 1.50 4.22
H 4.43 2.06 3.68